Here is C36H56BaN6SbSi4 as an isolated structure at a distorted geometry from the Open Molecules 2025 dataset. Energies are from ωB97M-V/def2-TZVPD.

Last column: Mulliken charge in e.
Cartesian coordinates (Å):
Ba -0.731 -0.593 0.072  0.6323
C -3.364 1.861 2.234  -1.2624
C -4.050 0.569 1.897  0.6971
C -5.318 0.296 2.415  -0.8331
C -5.942 -0.889 2.092  -0.6701
C -5.290 -1.772 1.236  -0.8383
C -4.037 -1.432 0.754  -0.0925
N -3.426 -0.288 1.085  0.7881
Sb -3.189 -2.878 -0.614  1.0048
C -2.754 -1.546 -2.270  0.3408
C -3.205 -2.091 -3.460  -0.7154
C -3.299 -1.265 -4.577  -0.8295
C -2.969 0.066 -4.454  -0.7673
C -2.512 0.547 -3.225  0.3416
C -2.183 1.993 -3.020  -1.0147
N -2.396 -0.264 -2.173  0.2330
C -1.705 -3.680 0.787  0.2338
C -2.137 -4.954 1.142  -0.9104
C -1.468 -5.643 2.150  -0.7746
C -0.383 -5.049 2.758  -0.8694
C 0.020 -3.783 2.333  0.3454
C 1.244 -3.132 2.904  -1.1840
N -0.642 -3.130 1.373  1.0559
H -4.051 2.699 2.116  0.5695
H -2.500 2.025 1.591  -0.0815
H -3.016 1.861 3.269  0.2544
H -5.791 1.026 3.058  0.5226
H -6.925 -1.125 2.478  0.4308
H -5.765 -2.700 0.945  0.4982
H -3.496 -3.130 -3.529  0.5501
H -3.643 -1.666 -5.521  0.4356
H -3.052 0.747 -5.291  0.5387
H -1.881 2.474 -3.948  0.4850
H -1.382 2.111 -2.290  -0.2446
H -3.064 2.515 -2.638  0.4007
H -2.985 -5.416 0.654  0.5272
H -1.797 -6.631 2.443  0.4384
H 0.169 -5.547 3.543  0.5379
H 1.492 -3.541 3.881  0.4813
H 1.119 -2.051 2.978  -0.0069
H 2.102 -3.311 2.250  0.2730
N -1.269 -0.199 5.009  -0.0160
C -0.565 0.969 4.837  -0.9630
C -0.248 1.010 3.514  -0.2545
N -0.741 -0.107 2.878  1.5686
C -1.351 -0.808 3.808  -1.1741
H -1.649 -0.546 5.873  0.2275
H -0.352 1.642 5.648  0.4463
H 0.309 1.763 2.983  -0.1519
H -1.867 -1.744 3.659  0.4736
N 1.343 -2.317 -0.926  -0.0848
C 0.743 -2.850 -2.094  0.2608
C 0.069 -4.069 -2.054  -0.3877
C -0.552 -4.557 -3.196  -0.8013
C -0.518 -3.835 -4.379  -0.7504
C 0.146 -2.616 -4.414  -0.6734
C 0.775 -2.122 -3.281  0.0229
H 2.150 -1.735 -1.129  -0.3348
H 1.603 -3.032 -0.260  0.2599
H 0.073 -4.659 -1.144  0.5388
H -1.047 -5.520 -3.160  0.4465
H -0.992 -4.223 -5.270  0.4413
H 0.192 -2.047 -5.333  0.4505
H 1.319 -1.186 -3.323  0.4021
C 0.072 4.617 -0.965  -0.9793
Si 1.181 3.996 0.434  0.1890
C 2.656 5.161 0.565  -1.0655
C 0.207 4.287 2.033  -0.8999
Si 1.636 1.725 0.076  -0.1320
Si 2.638 1.761 -2.051  0.4160
C 3.696 3.259 -2.498  -1.1702
C 3.811 0.292 -2.342  -1.1699
C 1.325 1.701 -3.423  -0.5309
Si 3.526 1.230 1.370  0.2525
C 5.124 2.044 0.789  -1.0233
C 3.337 1.716 3.187  -1.0990
C 3.836 -0.651 1.364  -0.2963
H -0.172 5.675 -0.838  0.4733
H -0.867 4.058 -0.990  0.0848
H 0.555 4.501 -1.938  0.2295
H 2.297 6.175 0.765  0.4108
H 3.257 5.187 -0.344  0.2889
H 3.313 4.876 1.391  0.2582
H 0.056 5.363 2.163  0.4375
H 0.746 3.928 2.914  0.2962
H -0.780 3.815 2.023  0.0174
H 4.443 3.476 -1.733  0.3592
H 3.086 4.155 -2.634  0.3113
H 4.222 3.069 -3.438  0.4056
H 4.774 0.499 -1.871  0.3488
H 3.996 0.177 -3.414  0.4509
H 3.492 -0.680 -1.958  0.3071
H 0.802 2.660 -3.465  0.2916
H 0.565 0.930 -3.271  -0.3943
H 1.784 1.536 -4.402  0.4768
H 5.036 3.133 0.808  0.2295
H 5.383 1.756 -0.232  0.2405
H 5.959 1.764 1.438  0.4073
H 3.138 2.784 3.307  0.2316
H 4.266 1.490 3.719  0.4515
H 2.530 1.168 3.675  0.2221
H 4.561 -0.934 0.598  0.4307
H 2.915 -1.209 1.178  -0.6800
H 4.227 -0.981 2.330  0.4537

Computed properties:
net charge = +1
maximum force = 1.12 eV Å⁻¹
E_HOMO = -8.497 eV
E_tot = -3157.60183 a.u.

Here is a 9-piece molecular cluster, C36H56F8N3O28P2 overall at a distorted geometry from the Open Molecules 2025 dataset. Energies are from ωB97M-V/def2-TZVPD.

Last column: Mulliken charge in e.
Cartesian coordinates (Å):
C 2.910 2.465 -1.460  -0.9717
C 1.925 1.167 -1.843  1.6563
C 0.612 1.694 -2.662  -1.2293
N -0.727 1.611 -2.096  0.1146
P -1.186 2.640 -0.693  1.3077
C -1.067 1.001 0.275  -0.2881
C -1.014 -0.404 -0.591  0.3881
N -1.203 -1.510 0.479  -0.5631
C -1.293 3.700 0.922  -0.5965
C -2.216 3.263 2.138  0.4529
C -1.659 4.103 3.486  -0.5841
O -1.249 5.473 3.197  -0.3574
C 0.190 5.634 3.460  -0.6026
C -0.992 4.148 -1.836  -0.4999
C -2.366 5.242 -1.958  0.2609
C -1.893 6.843 -2.493  -0.7383
O -2.396 6.461 -0.978  -0.3856
P -3.336 2.389 -0.995  0.9518
N -4.334 3.407 -0.295  -0.9985
O -3.845 2.327 -2.702  -0.6215
O -3.962 0.813 -0.447  -0.5907
H 4.017 2.325 -1.808  0.1860
H 2.487 3.490 -1.856  0.1712
H 2.932 2.589 -0.272  0.1688
H 1.677 0.691 -0.777  -0.6154
H 2.606 0.443 -2.500  -0.2178
H 0.941 2.728 -3.166  0.1592
H 0.595 0.971 -3.623  0.2258
H -1.513 1.349 -2.694  0.2064
H 0.263 2.774 -0.485  -0.5856
H -1.901 0.768 1.042  -0.3813
H -0.045 1.022 0.893  0.1202
H -1.939 -0.568 -1.308  0.0161
H 0.017 -0.672 -1.060  0.0377
H -0.937 -2.440 0.093  0.1544
H -2.173 -1.483 0.860  0.1832
H -1.481 4.841 0.698  0.1502
H -0.202 3.726 1.413  0.0581
H -3.363 3.603 2.128  0.1553
H -2.219 2.185 2.551  -0.3539
H -2.542 4.031 4.287  0.2318
H -0.801 3.411 3.942  0.2673
H 0.574 6.458 2.705  0.2349
H 0.435 5.962 4.569  0.2431
H 0.837 4.669 3.250  0.2610
H -0.868 3.932 -2.977  0.2490
H -0.168 4.889 -1.441  0.0561
H -3.447 4.820 -2.439  0.1796
H -0.944 7.340 -1.964  0.2761
H -2.869 7.507 -2.594  0.3167
H -3.750 4.075 0.204  0.3624
H -3.765 1.380 -3.039  0.2989
H -4.018 0.184 -1.224  0.2578
C 7.332 4.392 -4.332  -0.4280
C 6.010 3.732 -4.529  0.2672
O 5.701 3.226 -3.251  -0.1678
C 6.315 4.071 -2.376  0.5542
O 6.060 4.127 -1.185  -0.5138
O 7.248 4.854 -2.999  -0.3411
F 6.113 2.691 -5.386  -0.2654
H 8.171 3.694 -4.422  0.2846
H 7.490 5.222 -5.026  0.2882
H 5.215 4.409 -4.859  0.2872
C 4.372 -1.749 -5.553  0.0907
C 4.896 -0.696 -6.468  0.3659
O 3.781 0.140 -6.682  -0.3423
C 3.035 0.033 -5.546  0.5754
O 2.145 0.807 -5.237  -0.5075
O 3.413 -1.044 -4.791  -0.2594
F 5.263 -1.228 -7.656  -0.3027
H 3.880 -2.568 -6.088  -0.2592
H 5.152 -2.168 -4.911  0.3570
H 5.721 -0.109 -6.052  0.2102
C 2.692 -5.121 -9.303  -0.4165
C 1.786 -5.529 -8.191  0.2836
O 2.666 -5.750 -7.113  -0.2811
C 3.718 -4.912 -7.336  0.7118
O 4.547 -4.614 -6.493  -0.5406
O 3.727 -4.441 -8.621  -0.2835
F 1.165 -6.694 -8.479  -0.2913
H 3.113 -5.976 -9.842  0.2891
H 2.197 -4.462 -10.022  0.2679
H 1.046 -4.770 -7.914  0.2981
C -4.208 0.023 4.049  -0.5867
C -5.114 -0.385 5.160  0.5870
O -4.234 -0.606 6.239  -0.3240
C -3.182 0.231 6.015  0.4547
O -2.353 0.529 6.859  -0.6096
O -3.173 0.703 4.731  -0.1429
F -5.735 -1.551 4.872  -0.3208
H -3.787 -0.832 3.510  0.2181
H -4.703 0.682 3.330  0.3977
H -5.854 0.373 5.438  0.2765
C 2.023 -2.138 -0.106  0.3225
C 2.950 -2.550 0.987  0.2402
O 4.027 -3.145 0.299  -0.3215
C 4.066 -2.516 -0.909  0.5040
O 5.017 -2.558 -1.672  -0.5764
O 2.912 -1.826 -1.160  -0.1481
F 2.378 -3.487 1.776  -0.2351
H 1.355 -2.946 -0.422  0.1410
H 1.418 -1.269 0.167  -0.2165
H 3.317 -1.720 1.600  0.2636
C 1.136 -8.051 1.724  -0.4287
C 2.536 -8.037 1.212  0.3079
O 2.492 -7.101 0.158  -0.2580
C 1.506 -6.225 0.503  0.5821
O 1.353 -5.131 -0.013  -0.5048
O 0.715 -6.720 1.503  -0.2818
F 2.874 -9.241 0.699  -0.2937
H 0.488 -8.735 1.165  0.2871
H 1.084 -8.308 2.785  0.2603
H 3.281 -7.723 1.951  0.2830
C -10.181 -2.641 3.403  -0.4383
C -10.001 -2.307 4.845  0.3164
O -8.753 -1.652 4.877  -0.2470
C -8.630 -1.063 3.655  0.6381
O -7.822 -0.187 3.395  -0.5052
O -9.528 -1.568 2.755  -0.2979
F -9.913 -3.429 5.593  -0.2863
H -9.697 -3.583 3.123  0.2784
H -11.235 -2.690 3.116  0.2616
H -10.774 -1.647 5.252  0.2859
C 0.420 -0.260 9.871  -0.4051
C 0.889 -0.209 8.457  0.4695
O 1.772 -1.304 8.363  -0.2970
C 1.308 -2.212 9.267  0.6458
O 1.636 -3.386 9.287  -0.5487
O 0.424 -1.647 10.145  -0.3046
F 1.589 0.924 8.222  -0.2964
H 1.100 0.249 10.562  0.2721
H -0.582 0.160 9.992  0.2579
H 0.091 -0.315 7.715  0.2150

Computed properties:
net charge = -1
maximum force = 6.01 eV Å⁻¹
E_HOMO = -4.469 eV
E_tot = -5157.64887 a.u.